Record 1
{"formula": "C21H10Cl56N3O3", "method": "ωB97M-V/def2-TZVPD", "total_charge": 1, "largest_force_ev_per_a": 4.3, "energy_ev": -733792.547, "e_homo_ev": -12.308, "elements": ["N", "C", "C", "C", "C", "C", "O", "O", "C", "C", "N", "N", "O", "H", "H", "H", "H", "H", "H", "H", "H", "H", "H", "C", "Cl", "Cl", "Cl", "Cl", "C", "Cl", "Cl", "Cl", "Cl", "C", "Cl", "Cl", "Cl", "Cl", "C", "Cl", "Cl", "Cl", "Cl", "C", "Cl", "Cl", "Cl", "Cl", "C", "Cl", "Cl", "Cl", "Cl", "C", "Cl", "Cl", "Cl", "Cl", "C", "Cl", "Cl", "Cl", "Cl", "C", "Cl", "Cl", "Cl", "Cl", "C", "Cl", "Cl", "Cl", "Cl", "C", "Cl", "Cl", "Cl", "Cl", "C", "Cl", "Cl", "Cl", "Cl", "C", "Cl", "Cl", "Cl", "Cl", "C", "Cl", "Cl", "Cl", "Cl"], "positions_angstrom": [[-0.429736, 0.369858, 0.899613], [-1.140215, 1.006422, -0.276790], [-1.135154, -0.091311, -1.396176], [0.079486, -0.306081, -2.219982], [1.356335, 0.562217, -2.045491], [2.606337, -0.232110, -2.568755], [2.833344, -0.239911, -3.748109], [3.394832, -0.865667, -1.621686], [0.027509, -1.388039, -3.220059], [-1.286087, -2.121178, -3.267327], [-2.352976, -1.844715, -2.512205], [-2.208991, -0.882429, -1.652497], [-3.291848, -0.644845, -0.854021], [-0.124182, -0.566420, 0.608083], [-1.143585, 0.167837, 1.611535], [-2.165868, 1.253535, 0.075198], [-0.529267, 1.895648, -0.557485], [1.467529, 0.976120, -1.013486], [1.234461, 1.442765, -2.739194], [2.928002, -0.753157, -0.760325], [0.892899, -1.653191, -3.863025], [-1.347917, -2.953203, -4.006116], [-3.860661, 0.047746, -1.271824], [3.845721, -0.319135, 2.720910], [3.150743, -0.252281, 4.347708], [2.543766, -0.137200, 1.511450], [5.014150, 0.991584, 2.528711], [4.651583, -1.874937, 2.488490], [-0.447644, -0.894345, -7.549277], [0.822752, -1.881774, -8.286297], [-1.984559, -1.190971, -8.372201], [-0.612719, -1.331531, -5.826436], [-0.019344, 0.817253, -7.682084], [6.924667, -0.294033, -0.919957], [6.042347, -1.684918, -0.272888], [8.531043, -0.196924, -0.184709], [7.091597, -0.487651, -2.671241], [6.019272, 1.195145, -0.548554], [4.651592, 2.678286, -4.664691], [5.275109, 4.308242, -4.965922], [5.330759, 2.029553, -3.177837], [2.886285, 2.734711, -4.502048], [5.088543, 1.618484, -6.015990], [2.996565, 4.341869, 4.629994], [2.857212, 3.133609, 3.340329], [1.380974, 4.904257, 5.092254], [3.789865, 3.602881, 6.031970], [3.959259, 5.713683, 4.058125], [2.350162, 1.588102, 9.808773], [0.666702, 1.078433, 9.604963], [3.352186, 0.175183, 10.192508], [2.924091, 2.329262, 8.301591], [2.459283, 2.765516, 11.127592], [-6.904290, 1.099924, -2.100125], [-5.290716, 1.731906, -1.672136], [-7.666975, 0.404539, -0.660921], [-7.901100, 2.418756, -2.715972], [-6.740370, -0.148691, -3.341550], [-10.591521, 5.054859, -0.677321], [-12.271239, 4.502750, -0.771526], [-9.534842, 3.674353, -0.325036], [-10.117644, 5.776289, -2.226398], [-10.436178, 6.261907, 0.609314], [6.995440, -3.595647, 5.728287], [8.319793, -3.289313, 6.863396], [7.657011, -4.181248, 4.190797], [5.905305, -4.816893, 6.406306], [6.096995, -2.093819, 5.447182], [-9.424860, -3.443522, -2.978019], [-8.016555, -3.992158, -3.906962], [-10.550892, -2.601554, -4.055056], [-10.233705, -4.840015, -2.249597], [-8.890194, -2.334934, -1.701438], [-6.209294, -0.187944, -8.087447], [-4.968540, -1.194983, -8.848980], [-7.769597, -0.465897, -8.873952], [-6.316664, -0.614482, -6.369929], [-5.764132, 1.519752, -8.242052], [-0.891738, -2.555112, 8.337732], [0.693631, -1.977738, 8.873512], [-1.758687, -3.262460, 9.710241], [-1.825261, -1.193440, 7.687134], [-0.680670, -3.782823, 7.075313], [-4.504208, -3.311780, 1.156926], [-2.893324, -2.699118, 1.593514], [-5.282685, -3.990471, 2.592360], [-5.492597, -1.984396, 0.519476], [-4.340285, -4.569473, -0.079210], [12.051606, 1.209000, 1.869872], [11.883491, -0.031290, 0.613169], [10.444279, 1.783940, 2.350458], [12.875734, 0.516070, 3.276058], [12.999272, 2.564914, 1.237462]], "forces_ev_per_angstrom": [[-0.954, -0.498, -0.482], [0.341, -1.387, 0.452], [1.591, 0.458, -1.583], [-0.974, -1.915, -0.855], [-0.531, -0.018, -0.298], [0.292, 0.355, 0.418], [0.083, -0.609, 1.015], [-1.998, 0.998, -0.918], [-2.575, 1.130, 3.192], [2.182, 0.720, 0.079], [1.492, -0.562, -0.995], [0.837, 1.977, 0.759], [-0.150, -0.171, -0.128], [0.098, 0.407, 0.329], [0.471, 0.197, -0.183], [0.806, 0.121, -0.771], [-0.855, -0.653, -0.242], [-0.080, -0.556, -0.699], [0.266, -0.841, 0.645], [0.827, -0.151, -0.402], [-0.809, 0.212, 0.706], [-0.430, 0.709, 0.967], [0.176, -0.391, -0.119], [0.533, -0.197, 0.265], [-0.053, -0.046, -0.252], [-0.082, 0.154, 0.265], [0.009, -0.454, 0.087], [-0.478, 0.123, 0.215], [0.127, 0.008, -0.607], [-0.145, 0.109, 0.202], [0.470, 0.133, 0.343], [-0.104, 0.349, -1.134], [-0.067, -0.227, 0.128], [0.179, -0.187, -0.136], [0.382, 0.171, -0.227], [-0.271, 0.011, -0.043], [0.151, -0.177, 0.252], [0.361, -0.313, 0.193], [0.192, -0.044, -0.201], [-0.116, -0.191, 0.056], [-0.358, 0.584, -0.462], [-0.085, 0.308, -0.207], [-0.107, 0.114, 0.088], [-0.055, 0.118, 0.004], [-0.225, 0.407, 0.129], [0.170, -0.075, -0.017], [0.266, 0.450, -0.839], [-0.105, -0.183, 0.055], [0.002, 0.019, 0.140], [0.185, 0.472, 0.093], [-0.091, 0.092, -0.045], [-0.446, -0.430, 0.763], [0.008, -0.137, -0.158], [-0.587, -0.196, -0.309], [0.078, 0.154, 0.024], [0.238, 0.332, 0.035], [0.491, -0.322, -0.111], [0.142, 0.180, 0.405], [-0.123, 0.077, 0.096], [0.209, 0.049, -0.001], [-0.280, 0.246, 0.238], [-0.013, -0.091, 0.122], [-0.002, -0.136, -0.157], [0.056, -0.015, 0.083], [-0.149, -0.037, -0.142], [-0.076, 0.068, 0.112], [0.100, 0.131, -0.083], [0.156, -0.128, 0.241], [-0.137, -0.096, 0.013], [-0.083, 0.080, 0.074], [0.156, -0.068, 0.117], [0.116, 0.163, -0.092], [-0.138, -0.276, -0.156], [-0.072, 0.061, -0.112], [-0.460, -0.010, -0.125], [0.218, 0.014, 0.139], [-0.004, 0.025, -0.304], [-0.023, -0.183, 0.032], [0.093, -0.081, 0.097], [-0.193, -0.464, -0.168], [0.088, 0.090, -0.170], [0.073, -0.083, 0.043], [-0.039, 0.114, 0.083], [-0.189, -0.127, -0.011], [-0.020, -0.049, 0.016], [0.148, 0.128, -0.197], [-0.152, -0.217, 0.207], [0.019, 0.178, 0.110], [0.079, 0.045, 0.053], [0.023, 0.095, 0.104], [0.129, -0.057, -0.045], [-0.106, 0.067, -0.162], [-0.119, -0.156, 0.059]], "lowdin_charge": [0.0002, -0.1318, -0.0377, -0.0405, -0.0360, -0.5058, 0.0660, 0.0265, -0.0096, -0.1121, 0.1776, -0.1280, -0.0636, 0.0469, 0.0792, 0.1221, 0.1239, 0.1057, 0.1121, 0.0199, 0.0944, 0.1095, 0.0224, -1.9793, 0.5389, 0.5690, 0.5050, 0.4969, -1.9798, 0.5546, 0.5075, 0.6406, 0.5482, -1.9750, 0.5295, 0.5250, 0.5340, 0.4668, -2.0069, 0.5466, 0.4829, 0.5497, 0.5437, -2.0049, 0.4821, 0.5354, 0.4763, 0.5412, -2.0112, 0.4914, 0.5185, 0.4581, 0.5371, -1.9720, 0.5812, 0.5071, 0.5458, 0.4969, -2.0354, 0.5313, 0.4715, 0.5164, 0.5294, -2.0372, 0.5299, 0.5167, 0.5238, 0.4824, -2.0333, 0.5093, 0.5314, 0.5361, 0.4698, -2.0239, 0.4904, 0.5455, 0.4747, 0.5331, -2.0354, 0.4834, 0.5320, 0.5050, 0.5114, -2.0186, 0.5142, 0.5542, 0.5216, 0.5335, -2.0398, 0.5003, 0.5016, 0.5258, 0.5270]}

***

Record 2
{"formula": "C4H10O2", "method": "ωB97M-V/def2-TZVPD", "total_charge": 0, "smiles": "O=CO.CCC", "largest_force_ev_per_a": 1.4, "de_lowest_ev": 0.737, "energy_ev": -8404.810, "e_homo_ev": -10.994, "elements": ["O", "C", "O", "H", "H", "C", "C", "C", "H", "H", "H", "H", "H", "H", "H", "H"], "positions_angstrom": [[-2.585492, 2.967696, 1.364350], [-3.168578, 1.983575, 1.688076], [-3.844087, 1.209544, 0.795555], [-3.167827, 1.606099, 2.722852], [-4.466684, 0.674190, 1.311048], [2.878762, -0.791644, -0.713053], [1.451134, -0.156958, -0.616344], [0.369964, -1.212025, -0.823363], [2.788192, -1.864388, -0.550952], [3.483978, -0.393951, 0.100564], [3.312360, -0.548056, -1.676584], [1.396846, 0.633627, -1.366475], [1.329202, 0.328432, 0.351337], [-0.642547, -0.811567, -0.936868], [0.538750, -1.796760, -1.726946], [0.326033, -1.827817, 0.076800]], "forces_ev_per_angstrom": [[0.048, -0.089, -0.058], [0.172, 0.096, -0.345], [-0.192, 0.263, 0.712], [-0.214, -0.081, -0.021], [0.194, -0.195, -0.293], [-1.123, 0.523, 0.701], [0.601, -0.204, -0.397], [-0.491, 0.414, 0.179], [0.246, -0.097, -0.228], [0.317, 0.013, -0.222], [0.265, -0.275, -0.033], [-0.216, 0.017, 0.020], [-0.098, -0.029, 0.038], [0.149, 0.303, 0.054], [0.221, -0.247, 0.157], [0.122, -0.412, -0.264]], "lowdin_charge": [0.0890, -0.3925, 0.0632, 0.1357, 0.1036, -0.1124, -0.3109, -0.1392, 0.0603, 0.0596, 0.0619, 0.0914, 0.0899, 0.0616, 0.0697, 0.0692]}